No. 1
142
Properties=species:S:1:pos:R:3 method="wB97M-V/def2-TZVPD" homo_ev=-9.1 charge=0 homo_lumo_gap_ev=9.67 smiles="CCOC(C)=O.CCOC(C)=O.CCOC(C)=O.CCOC(C)=O.CCOC(C)=O.Fc1ccccc1.Fc1ccccc1.Fc1ccccc1.Fc1ccccc1.Fc1ccccc1.Fc1ccccc1"
C -1.47007 -5.08843 -4.96983
C -2.47628 -4.03291 -4.52309
O -2.55168 -2.98254 -5.51596
C -3.61315 -2.12912 -5.30166
C -3.80650 -1.18652 -6.40344
O -4.38414 -2.31878 -4.35963
H -0.57257 -4.64312 -5.36585
H -1.92809 -5.79231 -5.63335
H -1.22418 -5.63317 -4.07368
H -3.49632 -4.42577 -4.42611
H -2.21255 -3.58516 -3.55229
H -4.84118 -1.38842 -6.75994
H -2.97720 -1.36081 -7.05612
H -3.72545 -0.13127 -6.10159
C 0.70130 0.62451 -4.47236
C 1.65903 1.76883 -4.03478
O 2.40037 2.26125 -5.13907
C 1.78145 3.14061 -5.99792
C 2.75726 3.92798 -6.81661
O 0.57162 3.20882 -6.10925
H 0.43593 0.02598 -3.61496
H 1.29357 -0.04839 -5.07019
H -0.24101 0.92244 -4.93738
H 1.09345 2.61335 -3.51975
H 2.40012 1.39368 -3.35609
H 3.62188 4.12151 -6.17147
H 2.37932 4.89478 -7.05453
H 3.05908 3.41306 -7.75810
C -2.71628 2.54054 1.47856
C -4.11301 1.99176 1.46436
O -4.34256 1.13316 0.29813
C -4.76468 1.71650 -0.87067
C -4.93741 0.61823 -1.94151
O -5.00776 2.89802 -0.99251
H -2.49369 3.23626 2.34085
H -2.53292 3.27563 0.59212
H -1.98653 1.74464 1.52532
H -4.28339 1.42638 2.39144
H -4.80724 2.82386 1.33698
H -4.28881 0.93495 -2.77148
H -6.00588 0.64102 -2.31759
H -4.60128 -0.32673 -1.56162
C -1.77204 2.14230 5.58537
C -0.55323 2.94539 6.01155
O -0.60906 4.21052 5.30579
C 0.11024 4.45275 4.24655
C -0.19830 5.81316 3.69626
O 0.85310 3.64727 3.71078
H -1.72159 1.24645 6.14518
H -1.62049 1.86498 4.57633
H -2.63430 2.71630 5.76112
H -0.52690 3.24590 7.06695
H 0.40780 2.49591 5.78650
H -0.14534 6.44135 4.58944
H -1.20696 5.73750 3.35229
H 0.50446 5.96082 2.87495
C 1.03188 0.43772 1.40060
C 1.06828 -0.54579 0.22286
O -0.28081 -0.70368 -0.23618
C -0.46834 -1.41582 -1.33799
C -1.79881 -1.15607 -1.95022
O 0.42541 -2.03200 -1.89248
H 1.79316 0.42179 2.13104
H 0.14946 0.19964 2.00370
H 0.83844 1.47638 1.03637
H 1.76382 -0.19288 -0.58999
H 1.38106 -1.53626 0.57560
H -2.43549 -0.61000 -1.27958
H -2.26990 -2.11550 -2.14596
H -1.59735 -0.63500 -2.93100
F 1.50305 -0.15540 5.16686
C 2.73745 0.22149 5.50763
C 3.38794 -0.49823 6.48890
C 4.57314 0.02006 6.95539
C 5.13687 1.19941 6.41252
C 4.47054 1.82204 5.40591
C 3.22331 1.35809 4.94322
H 2.90436 -1.31410 7.00495
H 5.13377 -0.48807 7.72662
H 6.06234 1.55865 6.78300
H 4.77315 2.80985 5.03195
H 2.73247 1.89673 4.15658
F 6.44583 -4.65154 4.18690
C 5.87540 -3.62990 3.54940
C 4.62228 -3.05491 3.88389
C 4.10789 -2.05810 3.06066
C 4.85568 -1.61478 1.94305
C 6.15319 -2.06032 1.73547
C 6.59305 -3.06489 2.54395
H 4.01681 -3.39124 4.76971
H 3.12519 -1.64729 3.33659
H 4.39910 -0.81120 1.40942
H 6.73438 -1.63960 0.96667
H 7.62004 -3.40075 2.45397
F -5.70126 -2.48158 2.49642
C -5.17354 -3.09867 1.36756
C -5.28213 -2.46557 0.14497
C -4.82134 -3.09981 -0.98956
C -4.27223 -4.33256 -0.87974
C -4.11206 -4.95451 0.33896
C -4.62939 -4.34902 1.51622
H -5.65934 -1.46672 0.21149
H -4.81129 -2.53701 -1.89137
H -3.91513 -4.82694 -1.78426
H -3.74099 -5.97338 0.39749
H -4.55189 -4.90586 2.43990
F 4.97390 1.32979 -3.59821
C 4.52809 0.11991 -3.75954
C 4.48074 -0.45103 -5.03520
C 3.85216 -1.72924 -5.11637
C 3.47734 -2.44242 -4.00342
C 3.60994 -1.83617 -2.76538
C 4.10311 -0.56673 -2.63299
H 4.81403 0.13531 -5.87135
H 3.66087 -2.15689 -6.10395
H 2.93544 -3.33487 -4.06941
H 3.17374 -2.44898 -1.91788
H 4.32142 -0.06139 -1.66347
F 1.09606 -3.20122 4.56806
C -0.04698 -2.65009 4.15328
C -0.26298 -2.88530 2.80537
C -1.38457 -2.33726 2.25345
C -2.30237 -1.56695 3.06450
C -1.97446 -1.31761 4.37639
C -0.85085 -1.85779 4.95442
H 0.40672 -3.43180 2.18227
H -1.61456 -2.43690 1.18492
H -3.18383 -1.07426 2.66424
H -2.59398 -0.65888 4.96348
H -0.47543 -1.46418 5.89484
F -2.32538 2.21852 -2.80724
C -1.43469 3.13749 -2.38184
C -0.81575 2.84728 -1.16263
C 0.09272 3.80862 -0.62518
C 0.32510 4.96881 -1.35439
C -0.37220 5.23064 -2.51205
C -1.28438 4.34328 -3.05917
H -1.06058 1.93919 -0.62473
H 0.50295 3.67255 0.37416
H 0.96988 5.61296 -0.83388
H -0.29043 6.23805 -2.95664
H -1.80821 4.65571 -3.96899



No. 2
63
Properties=species:S:1:pos:R:3 method="wB97M-V/def2-TZVPD" homo_ev="-6.0 / -6.0" charge=0 homo_lumo_gap_ev="5.94 / 5.83" spin_multiplicity=3
P -0.90620 -2.84356 -2.48468
P 0.36687 1.22311 -3.95672
C -1.10417 -1.26976 -3.52601
C 0.20798 -0.64237 -4.02729
H -1.79374 -0.55437 -3.02632
H -1.68524 -1.69852 -4.35956
H 1.10620 -1.05406 -3.54338
H 0.29810 -0.90297 -5.09403
C -1.26054 1.59616 -4.81238
H -1.21135 2.57482 -5.30111
H -2.09379 1.60814 -4.11120
H -1.48453 0.86735 -5.59502
C 0.94875 1.32352 -5.79007
H 0.33663 0.71323 -6.46315
H 1.98658 1.00909 -5.94444
H 0.82476 2.36466 -6.11268
C -2.55622 -3.60547 -2.71228
H -2.48823 -4.45766 -3.40727
H -3.28144 -2.88172 -3.11690
H -2.95260 -3.93852 -1.74456
C 0.33757 -3.65117 -3.54484
H 1.31465 -3.15568 -3.48088
H 0.01302 -3.60838 -4.59259
H 0.49398 -4.69497 -3.25639
Ti -0.65120 -1.19198 -1.12105
C 0.72206 4.36361 -3.94876
C -0.03206 3.29482 -3.27092
C 0.05751 2.82566 -1.79692
C 1.39904 2.22134 -1.26908
C 2.57082 2.50367 -2.19173
C 2.29028 2.00411 -3.62245
C 2.77994 3.06246 -4.58852
C 2.01895 4.32407 -4.33673
C 1.28567 -1.98850 -0.72742
H 0.09632 5.28106 -4.04565
H -1.10301 3.50025 -3.44917
H -0.73859 2.06896 -1.60247
H -0.21925 3.66389 -1.14498
H 1.59328 2.67227 -0.28530
H 1.28335 1.14367 -1.06108
H 3.47849 2.00947 -1.80416
H 2.86348 1.08906 -3.79333
H 2.73785 2.74258 -5.63997
H 3.83415 3.30769 -4.38018
H 2.77475 3.58530 -2.10999
H 2.62834 5.24572 -4.28199
H 1.68289 -1.31668 0.05782
H 1.99463 -2.00501 -1.56370
H 1.21471 -2.99643 -0.28046
C -2.71970 0.20071 -1.11678
C -2.26439 -0.42876 0.10107
C -1.23708 0.22234 0.84582
C -0.32618 -0.52026 1.60051
C -0.39681 -1.91234 1.60464
C -1.35654 -2.58783 0.82618
C -2.36701 -1.85504 0.17354
H -3.58796 -0.25183 -1.60596
H -2.68016 1.29015 -1.12970
H -1.21610 1.30410 0.82962
H 0.47425 -0.01341 2.12978
H 0.31894 -2.49782 2.19035
H -1.37688 -3.68205 0.77036
H -3.24072 -2.33995 -0.27761



No. 3
75
Properties=species:S:1:pos:R:3 method="wB97M-V/def2-TZVPD" homo_ev=-6.5 charge=0 homo_lumo_gap_ev=6.68
Ca -0.67929 -0.38516 0.47233
C 4.80679 0.89910 -1.11806
N 4.08462 -0.32630 -1.38796
C 5.00333 -1.45515 -1.54726
C 4.08868 -2.67291 -1.39855
N 3.05372 -2.11814 -0.53694
C 1.99419 -2.94854 -0.11215
C 2.95697 -0.74976 -0.66065
N 1.98649 -0.09357 -0.12672
C 2.12183 1.35593 -0.12613
C 0.91463 1.98245 0.52573
N -0.25721 1.91654 -0.30746
C -0.54973 2.89536 -1.08004
N -1.59681 2.81991 -1.93991
C -2.29021 1.58921 -2.19798
C -1.69088 3.98560 -2.78126
C -0.85012 4.99157 -2.03639
N 0.07756 4.13153 -1.28158
C 0.95542 4.84933 -0.37482
H 5.79844 0.77003 -1.59083
H 4.99671 1.06808 -0.04600
H 4.31425 1.75233 -1.55456
H 5.76439 -1.40058 -0.76230
H 5.48532 -1.41196 -2.53618
H 4.64258 -3.47159 -0.90744
H 3.70711 -3.00942 -2.35764
H 2.39431 -3.83636 0.39004
H 1.35471 -3.24227 -0.94235
H 1.42708 -2.47204 0.65152
H 2.26318 1.74468 -1.14933
H 2.98701 1.65106 0.47605
H 1.17798 2.94101 0.87927
H 0.74859 1.37159 1.43176
H -2.73383 1.19620 -1.25450
H -1.62746 0.83381 -2.65772
H -3.11229 1.80766 -2.90257
H -2.72683 4.31162 -2.86728
H -1.27777 3.77779 -3.78001
H -1.46687 5.55159 -1.35572
H -0.25221 5.71824 -2.63158
H 1.15730 5.79179 -0.88664
H 1.89759 4.33525 -0.20488
H 0.50797 5.08874 0.58312
Br 0.58060 -2.29873 3.32266
C 0.12625 -0.60778 4.06372
C -0.11730 -0.49382 5.41189
C -0.45536 0.76296 5.87029
C -0.55760 1.83692 4.98853
C -0.29822 1.57074 3.65396
N 0.01710 0.36689 3.18673
H -0.05227 -1.32539 6.09633
H -0.67173 0.90650 6.91891
H -0.84426 2.80680 5.37256
H -0.32331 2.39461 2.92254
Te -3.09242 0.60063 2.14006
C -4.70613 0.14356 0.91053
C -5.42673 -1.00638 0.88220
C -6.51049 -1.00758 -0.05480
C -6.55794 0.13254 -0.75543
S -5.29723 1.21173 -0.27854
H -5.24240 -1.82186 1.58114
H -7.21153 -1.81758 -0.24718
H -7.25342 0.43019 -1.53210
F 0.32260 -6.92334 0.08105
C -0.19467 -5.78763 -0.41355
C -0.18631 -5.48678 -1.74730
F 0.32463 -6.39582 -2.59401
C -0.69677 -4.31135 -2.24787
F -0.64758 -4.11857 -3.58783
C -1.15312 -3.32834 -1.35288
S -1.52584 -1.66656 -1.81892
C -1.13855 -3.65519 0.01742
F -1.54211 -2.74553 0.94861
C -0.64424 -4.82968 0.46958
F -0.58084 -5.07038 1.78326



No. 4
20
Properties=species:S:1:pos:R:3 method="wB97M-V/def2-TZVPD" homo_ev="-4.9 / -9.2" charge=0 homo_lumo_gap_ev="5.65 / 8.34" spin_multiplicity=3
C -1.66741 -2.75960 0.41119
C -1.58637 -1.98129 -0.67960
C 0.94286 1.07126 1.08482
C 2.41008 0.68076 0.77660
C -1.46348 1.08871 -1.64586
N 0.03335 -0.00395 0.83881
N 2.58290 0.23717 -0.46048
Si -0.81763 -0.32311 -0.55616
H -2.37894 -3.49068 0.49617
H -1.11468 -2.67328 1.33165
H -2.14100 -2.10548 -1.52245
H 0.77537 1.33946 2.17550
H 0.58551 1.90284 0.38781
H 3.04150 1.63182 1.04383
H 2.60545 -0.26267 1.55469
H -0.64064 1.76870 -2.02371
H -1.92493 0.79478 -2.54509
H -2.37705 1.47791 -1.10411
H 0.21969 -0.67255 1.63617
H 2.99321 0.98303 -1.17053



Respective strongest force on any atom values: 3.11, 7.35, 1.51, 5.51 eV/Å.